No. 1
Density functional theory data (ωB97M-V with the def2-TZVPD basis set) for a molecular structure, C2HN3.

Geometry as XYZ:
```
6
Properties=species:S:1:pos:R:3
C -2.45 0.76 -0.04
C -0.75 -0.10 -0.04
N -1.28 1.17 0.03
N -2.99 -0.37 0.02
N -1.92 -1.04 0.00
H 0.41 -0.02 -0.12
```

Output
Relative energy (zero: lowest compared OMol25 entry of this formula, charge and spin)   435.8 kJ/mol
Max |F|   8.4 eV/A
Gap between HOMO and LUMO (spin up / spin down)   7.85 / 7.85 eV
Electronic energy   -240.8616 Eh



No. 2
Density functional theory data (ωB97M-V with the def2-TZVPD basis set) for 10 unconnected molecules or ions with the total composition C38H56N4O6.

Geometry as XYZ:
```
104
Properties=species:S:1:pos:R:3
C 23.39 -14.61 8.56
C 24.04 -14.29 9.73
C 23.60 -13.16 10.40
N 22.52 -12.45 9.98
C 21.95 -12.73 8.80
C 22.28 -13.91 8.10
H 23.68 -15.54 8.09
H 24.81 -14.87 10.22
H 24.00 -12.95 11.38
H 21.10 -12.13 8.53
H 21.82 -14.19 7.16
C 15.91 -15.66 13.21
C 16.57 -14.79 12.37
C 15.79 -14.23 11.40
N 14.50 -14.55 11.13
C 13.91 -15.48 11.92
C 14.56 -16.00 13.03
H 16.40 -16.09 14.07
H 17.56 -14.43 12.60
H 16.25 -13.47 10.78
H 12.88 -15.69 11.68
H 14.05 -16.70 13.67
C 19.45 -8.92 14.45
C 18.17 -8.40 14.75
C 18.15 -7.33 15.68
N 19.32 -6.78 16.23
C 20.50 -7.23 15.80
C 20.59 -8.35 14.98
H 19.61 -9.70 13.72
H 17.23 -8.70 14.31
H 17.20 -6.87 15.94
H 21.35 -6.82 16.32
H 21.59 -8.60 14.66
C 23.33 -16.91 1.95
C 24.38 -17.25 1.10
C 24.68 -16.40 0.01
N 24.00 -15.24 -0.22
C 22.98 -14.91 0.65
C 22.55 -15.82 1.63
H 23.15 -17.55 2.80
H 25.00 -18.14 1.18
H 25.53 -16.58 -0.64
H 22.47 -13.97 0.49
H 21.79 -15.57 2.35
C 19.76 -8.35 3.37
C 19.34 -9.63 2.66
C 18.70 -9.53 1.29
O 19.53 -10.71 3.21
H 18.99 -7.98 4.05
H 19.97 -7.51 2.71
H 20.67 -8.47 3.96
H 17.85 -10.20 1.15
H 19.38 -9.68 0.45
H 18.26 -8.54 1.16
C 15.01 -6.42 9.94
C 16.20 -6.42 8.95
C 16.36 -5.25 8.01
O 16.94 -7.35 8.92
H 14.84 -7.36 10.45
H 14.06 -6.06 9.53
H 15.31 -5.70 10.71
H 16.42 -4.22 8.37
H 15.58 -5.39 7.27
H 17.36 -5.39 7.59
C 16.20 -14.66 4.54
C 15.31 -14.67 3.30
C 15.96 -14.86 1.96
O 14.07 -14.61 3.35
H 17.05 -15.32 4.38
H 15.58 -15.02 5.37
H 16.58 -13.67 4.81
H 15.33 -14.52 1.14
H 16.21 -15.92 1.84
H 16.93 -14.38 1.85
C 24.72 -21.62 7.18
C 24.10 -23.04 7.27
C 24.50 -23.91 8.47
O 23.34 -23.47 6.39
H 25.40 -21.63 6.33
H 25.28 -21.28 8.05
H 23.93 -20.91 6.93
H 23.73 -24.69 8.52
H 24.51 -23.25 9.34
H 25.43 -24.45 8.30
C 27.16 -17.98 16.45
C 28.24 -17.61 15.45
C 29.58 -17.11 15.98
O 27.94 -17.67 14.25
H 26.86 -17.08 16.99
H 27.54 -18.73 17.15
H 26.27 -18.47 16.05
H 29.49 -16.02 16.05
H 30.40 -17.31 15.29
H 29.84 -17.52 16.96
C 20.12 -19.70 11.25
C 21.01 -19.66 12.46
C 21.62 -18.27 12.74
O 21.17 -20.64 13.18
H 19.83 -20.73 11.02
H 20.59 -19.41 10.31
H 19.22 -19.09 11.37
H 21.69 -17.61 11.87
H 22.58 -18.44 13.22
H 21.03 -17.70 13.45
```

Output
Relative energy (zero: lowest compared OMol25 entry of this formula, charge and spin)   0.0 kJ/mol
Max |F|   2.9 eV/A
Gap between HOMO and LUMO   9.63 eV
SMILES   c1ccncc1.c1ccncc1.c1ccncc1.c1ccncc1.CC(C)=O.CC(C)=O.CC(C)=O.CC(C)=O.CC(C)=O.CC(C)=O
Electronic energy   -2151.8872 Eh



No. 3
Density functional theory data (ωB97M-V with the def2-TZVPD basis set) for a molecular structure, C55H51ClF3N4O4TeTi.

Geometry as XYZ:
```
120
Properties=species:S:1:pos:R:3
Ti 0.87 -0.25 -0.34
C -3.60 -0.46 -5.99
C -2.75 -0.21 -4.79
C -2.67 1.02 -4.17
C -1.90 1.26 -3.04
C -2.12 2.61 -2.45
O -3.28 2.92 -2.15
C -1.06 3.59 -2.43
C 0.28 3.30 -2.60
C 1.22 4.30 -2.72
C 0.82 5.66 -2.72
C -0.46 6.01 -2.49
C -1.51 5.00 -2.22
C -1.13 0.21 -2.49
O -0.33 0.35 -1.44
C -1.25 -1.06 -3.10
C -2.04 -1.26 -4.21
C -0.61 -2.22 -2.44
N -0.97 -2.64 -1.29
C -2.02 -2.00 -0.55
C -3.10 -3.00 -0.19
Te -4.61 -1.98 0.99
C -5.16 -0.55 -0.51
C -5.54 0.72 -0.12
C -5.95 1.65 -1.06
C -5.98 1.31 -2.40
C -5.58 0.05 -2.80
C -5.17 -0.89 -1.86
C 0.51 -2.87 -3.14
C 0.93 -2.42 -4.39
C 2.07 -2.94 -4.97
C 2.81 -3.91 -4.31
C 2.37 -4.40 -3.10
C 1.22 -3.89 -2.52
H -4.17 0.42 -6.26
H -4.29 -1.28 -5.79
H -2.98 -0.75 -6.84
H -3.25 1.85 -4.56
H 0.61 2.27 -2.61
H 2.27 4.05 -2.84
H 1.56 6.43 -2.92
H -0.76 7.05 -2.47
H -2.42 5.19 -2.79
H -2.13 -2.25 -4.63
H -2.49 -1.16 -1.08
H -1.58 -1.62 0.38
H -2.70 -3.81 0.42
H -3.53 -3.42 -1.09
H -5.53 0.98 0.93
H -6.25 2.63 -0.75
H -6.29 2.04 -3.14
H -5.59 -0.22 -3.84
H -4.88 -1.87 -2.18
H 0.37 -1.66 -4.92
H 2.40 -2.58 -5.93
H 3.73 -4.29 -4.75
H 2.93 -5.18 -2.59
H 0.86 -4.28 -1.59
Cl 1.62 -3.68 5.97
C 1.17 -2.75 4.59
C 0.63 -1.47 4.77
C 0.24 -0.72 3.70
C 0.43 -1.18 2.37
O 0.06 -0.48 1.36
C 1.02 -2.48 2.21
C 1.29 -2.93 0.88
O 1.20 -2.21 -0.13
C 1.36 -3.26 3.33
H 0.52 -1.10 5.78
H -0.18 0.26 3.83
H 1.60 -3.98 0.74
H 1.79 -4.24 3.18
N -2.45 4.61 0.68
C -1.30 4.85 1.53
C -0.23 3.79 1.19
N -0.81 2.56 0.66
C -2.07 2.27 1.31
C -3.13 3.36 1.02
H -1.85 5.07 -1.16
H -3.12 5.38 0.74
H -1.58 4.80 2.59
H -0.92 5.85 1.33
H 0.32 3.55 2.10
H 0.48 4.17 0.45
H -0.99 2.67 -0.33
H -1.88 2.20 2.39
H -2.43 1.30 0.95
H -3.78 3.48 1.90
H -3.74 3.07 0.16
F 5.18 1.43 7.14
C 5.76 2.07 6.11
F 6.97 1.53 5.97
F 5.96 3.33 6.55
C 4.93 2.02 4.86
C 3.54 2.11 4.98
C 2.76 2.05 3.84
C 3.35 1.91 2.58
C 4.74 1.85 2.48
C 5.53 1.90 3.61
C 2.51 1.66 1.46
C 1.76 1.33 0.57
H 3.10 2.20 5.96
H 1.69 2.10 3.92
H 5.19 1.73 1.50
H 6.60 1.81 3.54
C 3.79 -1.30 1.00
C 3.80 -0.84 -0.43
C 4.93 -0.75 -1.21
C 4.51 -0.30 -2.48
C 3.14 -0.14 -2.40
C 2.24 0.33 -3.50
N 2.69 -0.47 -1.15
H 4.74 -1.05 1.47
H 3.68 -2.39 1.07
H 2.99 -0.83 1.58
H 5.93 -0.97 -0.90
H 5.12 -0.10 -3.33
H 2.41 -0.25 -4.40
H 2.44 1.38 -3.74
H 1.19 0.22 -3.21
```

Output
Relative energy (zero: lowest compared OMol25 entry of this formula, charge and spin)   200.1 kJ/mol
Max |F|   2.4 eV/A
Gap between HOMO and LUMO (spin up / spin down)   6.02 / 6.07 eV
Spin multiplicity   2
Electronic energy   -4523.6737 Eh



No. 4
Density functional theory data (ωB97M-V with the def2-TZVPD basis set) for 2 unconnected molecules or ions with the total composition C2H2INO.

Geometry as XYZ:
```
7
Properties=species:S:1:pos:R:3
C -0.66 -1.50 -0.19
C -1.83 -0.85 0.15
N 0.26 -2.14 -0.42
O 1.13 1.06 -0.07
I -1.95 1.20 -0.13
H 1.63 0.37 0.47
H 1.42 1.87 0.19
```

Output
Relative energy (zero: lowest compared OMol25 entry of this formula, charge and spin)   326.3 kJ/mol
Max |F|   5.3 eV/A
Gap between HOMO and LUMO (spin up / spin down)   6.97 / 6.96 eV
Electronic energy   -504.9430 Eh



No. 5
Density functional theory data (ωB97M-V with the def2-TZVPD basis set) for 2 unconnected molecules or ions with the total composition C12H16N2O.

Geometry as XYZ:
```
31
Properties=species:S:1:pos:R:3
C -1.05 -0.31 -3.09
C -1.04 1.05 -2.48
C -1.84 2.10 -2.78
N -1.56 3.18 -1.95
C -0.60 2.79 -1.05
C -0.19 3.36 0.18
C 0.55 2.57 1.01
C 0.99 1.27 0.68
C 0.60 0.71 -0.52
C -0.31 1.46 -1.29
H -1.95 -0.48 -3.68
H -1.02 -1.06 -2.29
H -0.20 -0.48 -3.76
H -2.63 2.31 -3.49
H -2.06 4.04 -1.92
H -0.34 4.41 0.40
H 0.96 2.93 1.95
H 1.56 0.61 1.31
H 1.00 -0.19 -0.98
C 1.67 -2.71 0.90
C 1.56 -2.29 2.38
C 0.24 -2.64 3.03
N -0.87 -2.24 2.29
O 0.07 -3.18 4.10
H 2.71 -2.83 0.64
H 1.15 -2.03 0.23
H 1.21 -3.70 0.78
H 2.35 -2.76 2.92
H 1.57 -1.20 2.51
H -1.74 -2.57 2.67
H -0.78 -2.12 1.29
```

Output
Relative energy (zero: lowest compared OMol25 entry of this formula, charge and spin)   47.2 kJ/mol
Max |F|   1.8 eV/A
Gap between HOMO and LUMO   8.80 eV
SMILES   Cc1c[nH]c2ccccc12.CCC(N)=O
Electronic energy   -651.6256 Eh



No. 6
Density functional theory data (ωB97M-V with the def2-TZVPD basis set) for 2 unconnected molecules or ions with the total composition C46H44F6N5S.

Geometry as XYZ:
```
102
Properties=species:S:1:pos:R:3
C 2.58 -0.69 -5.17
C 2.88 0.41 -4.17
C 2.62 -0.10 -2.77
N 4.29 0.90 -4.33
C 4.28 2.09 -4.80
S 5.70 3.06 -5.04
C 6.40 2.65 -3.33
C 7.66 3.39 -3.10
N 8.63 4.02 -2.98
C 2.88 2.71 -5.02
C 2.68 4.03 -4.27
C 2.54 2.89 -6.49
N 2.09 1.63 -4.44
C 0.78 1.79 -4.07
C -0.27 1.11 -4.58
C -1.65 1.38 -4.25
C -2.68 1.03 -5.15
C -4.01 1.28 -4.84
C -4.35 1.87 -3.61
C -3.33 2.24 -2.72
C -1.99 2.01 -3.03
H 3.20 -1.57 -4.93
H 1.52 -0.98 -5.10
H 2.81 -0.37 -6.19
H 3.34 -0.89 -2.52
H 2.70 0.69 -2.02
H 1.60 -0.52 -2.71
H 5.65 2.95 -2.59
H 6.56 1.57 -3.31
H 3.43 4.76 -4.60
H 1.68 4.43 -4.49
H 2.77 3.90 -3.18
H 3.17 3.67 -6.92
H 2.74 1.95 -7.04
H 1.49 3.18 -6.60
H 0.60 2.59 -3.34
H -0.12 0.40 -5.41
H -2.40 0.56 -6.11
H -4.79 1.01 -5.55
H -5.39 2.03 -3.35
H -3.59 2.70 -1.77
H -1.20 2.27 -2.33
F -2.72 -5.89 -2.08
C -3.38 -4.74 -1.76
F -2.54 -3.69 -2.07
F -4.47 -4.62 -2.58
C -3.80 -4.66 -0.32
N -4.29 -3.30 -0.03
C -5.68 -3.18 0.19
C -6.20 -3.54 1.45
C -7.57 -3.53 1.67
C -8.44 -3.20 0.62
C -7.93 -2.84 -0.63
C -6.56 -2.82 -0.85
C -3.42 -2.33 0.43
C -3.78 -0.98 0.23
C -2.84 0.02 0.43
C -1.58 -0.28 1.02
C -0.61 0.72 1.30
C 0.17 0.74 2.48
C 1.28 1.62 2.56
C 2.14 1.60 3.64
C 1.92 0.71 4.72
N 2.85 0.52 5.72
C 4.21 1.04 5.53
C 5.05 -0.03 4.89
F 6.23 0.43 4.40
F 5.31 -1.02 5.80
F 4.38 -0.63 3.85
C 2.49 0.16 7.05
C 2.57 -1.18 7.50
C 2.33 -1.46 8.85
C 1.97 -0.44 9.73
C 1.93 0.89 9.28
C 2.22 1.19 7.96
C 0.75 -0.08 4.73
C -0.09 -0.09 3.63
C -1.28 -1.64 1.30
C -2.17 -2.65 1.01
H -4.63 -5.36 -0.17
H -2.93 -4.91 0.29
H -5.48 -3.82 2.23
H -7.94 -3.78 2.66
H -9.52 -3.23 0.80
H -8.61 -2.55 -1.43
H -6.13 -2.53 -1.81
H -4.78 -0.76 -0.13
H -3.08 1.05 0.18
H -0.43 1.52 0.57
H 1.48 2.31 1.74
H 2.98 2.30 3.65
H 4.21 1.91 4.88
H 4.62 1.25 6.52
H 2.86 -1.96 6.80
H 2.42 -2.48 9.20
H 1.73 -0.66 10.77
H 1.68 1.70 9.96
H 2.26 2.22 7.59
H 0.57 -0.73 5.59
H -0.95 -0.76 3.65
H -0.32 -1.90 1.74
H -1.94 -3.68 1.28
```

Output
Relative energy (zero: lowest compared OMol25 entry of this formula, charge and spin)   0.0 kJ/mol
Max |F|   2.3 eV/A
Gap between HOMO and LUMO   4.67 eV
Net charge   +1
Electronic energy   -3050.1871 Eh